C3H3IS2 as an isolated structure at a distorted geometry, computed with the ωB97M-V functional and the def2-TZVPD basis.

Summary:
Kohn-Sham gap (alpha / beta) = 7.242 / 7.245 eV
E_tot = -32926.9354 eV
total charge = 0
energy relative to the best compared isomer or geometry (same formula, charge and spin) = 1.020 eV

Geometry (Å):
H  -2.2799  -0.1945  0.8701
C  -2.1760  -0.0741  -0.1829
H  -2.2724  0.7380  -2.2489
S  0.8054  -1.0098  0.7732
C  -2.1163  0.3513  -1.2997
I  3.4116  0.8241  0.0512
H  1.3599  1.0732  1.7169
S  1.5428  -2.1167  -0.6785
C  1.7250  0.4084  0.9985